43
Properties=species:S:1:pos:R:3:forces:R:3:mulliken_charge:R:1 method="wB97M-V/def2-TZVPD" orbital_gap_ev=1.483 molar_mass_da=1081.4 multiplicity=1 total_charge=+3 de_lowest_kcal_mol=36.4 e_tot_ha=-2423.2735
Pb 9.0251 13.7370 -16.4824 1.409 -2.536 1.557 1.4085
Pb 5.2001 12.5383 -15.8073 0.775 -0.896 1.300 1.5577
Pb 6.5860 16.4710 -15.1290 -0.933 -0.738 1.657 1.4170
O 5.2854 15.0877 -13.1770 1.137 0.967 -2.462 -0.5341
C 4.8407 14.4150 -12.2707 -1.281 -1.999 1.072 0.5579
O 4.3734 13.1943 -12.3958 0.721 1.260 -1.219 -0.1607
B 3.8273 12.7670 -11.0615 -0.706 -0.639 2.098 0.8509
O 4.2634 13.8109 -10.0964 0.748 0.922 -2.068 -0.4319
C 4.7266 14.8408 -10.8221 -0.277 -0.254 2.061 0.3141
O 5.0366 15.9253 -10.4552 0.217 0.304 -0.151 -0.4949
O 4.3616 11.4379 -10.6695 0.957 2.647 -1.108 -0.2741
C 3.4037 10.7479 -10.1601 -1.331 -3.650 0.496 0.5076
O 3.5332 9.6256 -9.7429 -0.665 1.595 -0.097 -0.4689
C 2.0341 11.4983 -10.5044 -0.811 0.493 -0.185 0.4996
O 2.3782 12.6925 -11.0358 1.282 -0.474 -0.378 -0.5207
O 0.9175 11.1273 -10.4421 0.400 -0.570 0.414 -0.3960
O 8.9947 4.6366 -16.3303 -0.279 0.695 0.255 -0.4030
C 9.0447 5.7407 -15.8922 1.083 -2.240 0.027 0.5726
O 8.6412 6.8480 -16.4425 -0.721 2.691 -0.598 -0.4209
B 9.0107 8.0157 -15.6209 0.472 -3.170 0.085 0.8831
O 9.6863 7.4553 -14.4727 -0.204 1.862 -0.247 -0.4508
C 9.7544 6.1331 -14.5573 -0.002 -1.088 1.284 0.6075
O 10.1908 5.4225 -13.7160 -0.076 0.131 -0.647 -0.4171
O 7.8116 8.8116 -15.2250 -1.322 0.489 1.008 -0.4417
C 7.9655 10.0546 -15.3647 1.300 -1.476 -1.541 0.4316
O 7.1990 10.9652 -15.0739 -1.013 1.512 -0.463 -0.5128
C 9.3329 10.1952 -16.1703 -0.290 -2.205 1.055 0.6289
O 9.8397 9.0016 -16.3326 -0.468 2.781 -0.180 -0.3453
O 9.8029 11.2536 -16.5164 0.125 2.410 -0.850 -0.5044
O 7.0667 13.9132 -14.9662 -0.437 0.933 -1.263 -0.9459
H 6.9334 13.8067 -14.0046 0.462 -0.112 0.098 0.3193
C 7.1868 11.7956 -11.6969 -1.138 0.483 0.389 -0.3564
C 8.4068 10.9674 -11.4870 0.470 -0.724 -0.828 -0.4375
C 9.7596 11.6938 -11.4348 -0.792 0.586 0.200 -0.6106
C 10.0485 12.3822 -12.6936 0.217 -0.233 -0.108 0.1833
N 10.2685 12.9063 -13.6954 -0.835 0.335 -0.803 -0.3995
H 7.0734 12.2704 -12.6779 0.446 0.171 -0.200 -0.5070
H 7.0622 12.5401 -10.9051 0.121 0.208 -0.107 0.5314
H 6.2885 11.1820 -11.6047 0.276 -0.136 -0.021 0.4442
H 8.4799 10.2510 -12.3105 -0.094 -0.367 0.276 0.1354
H 8.2615 10.4231 -10.5542 0.285 -0.120 -0.066 0.4218
H 10.5495 10.9876 -11.1871 0.201 0.240 0.046 0.4164
H 9.6446 12.4847 -10.6888 0.573 -0.087 0.216 0.3456

57
Properties=species:S:1:pos:R:3:forces:R:3:mulliken_charge:R:1 method="wB97M-V/def2-TZVPD" orbital_gap_ev=8.722 molar_mass_da=398.6 multiplicity=1 e_tot_ha=-1912.7160
F -0.7505 0.6284 -0.0589 -1.711 2.375 -3.683 -0.3272
C -1.6241 1.2733 -1.0941 1.897 1.401 -0.039 0.6620
F -0.9952 1.1298 -2.4550 -1.145 0.845 4.188 -0.2070
F -1.7706 2.7122 -0.7608 1.084 -4.449 -1.124 -0.2349
Si -3.2688 0.2709 -1.1183 -1.034 -0.410 0.855 0.4159
S -5.0251 1.4489 -1.6450 -0.224 0.139 0.375 -0.3492
H -3.3852 -0.3719 0.2097 0.008 0.363 -0.156 -0.0998
H -3.0641 -0.8578 -2.0624 -0.049 0.579 -0.214 -0.0891
H -5.7167 1.8578 -0.4929 1.295 -0.729 -0.777 0.1696
C -4.5292 -0.6453 6.8973 0.076 0.429 0.004 -0.7009
O -3.3197 0.1025 6.8912 -0.061 -0.662 0.142 -0.3242
C -2.1442 -0.7136 6.9931 0.494 0.625 -0.303 -0.8063
C -1.3848 -0.7545 5.6568 -0.580 -0.295 0.197 -0.1422
N -2.1080 -1.5367 4.6508 -0.164 0.259 -0.003 -0.3487
C -1.6147 -1.3633 3.2777 -0.334 0.226 0.228 -0.8157
C -1.6263 0.0593 2.6811 0.117 -0.565 -0.424 -0.0107
O -2.9320 0.5787 2.4216 0.389 0.101 0.276 -0.3634
C -3.5894 1.1194 3.5572 -0.214 -0.083 -0.270 -0.6093
H -5.3572 0.0528 7.0492 0.181 -0.021 -0.001 0.2311
H -4.6841 -1.1424 5.9381 -0.095 -0.232 0.005 0.2866
H -4.5432 -1.3812 7.7064 0.015 -0.026 -0.068 0.3322
H -2.3656 -1.7169 7.3679 -0.162 0.001 -0.176 0.4018
H -1.4989 -0.2247 7.7350 -0.072 -0.091 -0.117 0.3869
H -0.3971 -1.2024 5.8157 -0.069 0.021 -0.012 0.3910
H -1.2415 0.2793 5.3306 0.131 0.137 0.155 0.1547
H -3.0929 -1.2698 4.6673 0.430 -0.115 0.041 0.0809
H -2.2418 -1.9992 2.6439 0.102 0.082 -0.046 0.3797
H -0.5977 -1.7679 3.2224 -0.003 0.133 0.003 0.3821
H -1.1368 -0.0041 1.7017 -0.275 -0.074 0.565 0.0767
H -1.0314 0.7710 3.2607 -0.138 0.042 0.190 0.3176
H -2.8969 1.6066 4.2485 -0.007 -0.125 0.019 0.2995
H -4.1546 0.3344 4.0643 0.033 0.128 0.259 0.1428
H -4.3119 1.8631 3.2147 0.099 -0.012 -0.098 0.3249
C 6.2524 0.1646 -5.5781 0.032 -0.322 0.291 -0.7014
O 5.8550 0.0681 -4.2161 0.059 0.576 -0.365 -0.3285
C 5.3088 1.2875 -3.6936 -0.388 -0.417 0.643 -0.7994
C 3.7900 1.1666 -3.4874 0.372 0.070 -0.568 -0.1588
N 3.0743 1.1361 -4.7657 0.123 -0.324 0.024 -0.3562
C 1.6718 0.7098 -4.6656 0.270 -0.158 -0.078 -0.7325
C 1.3822 -0.6858 -4.0757 -0.421 0.144 -0.411 -0.3074
O 1.7945 -1.7735 -4.9058 0.066 0.236 0.448 -0.4664
C 3.1743 -2.0938 -4.8179 -0.224 -0.103 -0.298 -0.5104
H 6.8564 -0.7152 -5.8169 -0.083 0.094 0.132 0.2317
H 5.3832 0.1615 -6.2382 0.010 0.150 -0.195 0.2972
H 6.8557 1.0590 -5.7587 -0.069 0.007 -0.020 0.3306
H 5.5702 2.1559 -4.3049 -0.086 -0.133 -0.180 0.4041
H 5.7742 1.4311 -2.7095 -0.086 0.003 -0.135 0.3835
H 3.4357 2.0213 -2.8997 0.018 -0.053 -0.045 0.3856
H 3.6103 0.2569 -2.9081 0.105 -0.001 0.222 0.1454
H 3.5534 0.4955 -5.3995 -0.167 0.289 0.294 0.1219
H 1.2703 0.7346 -5.6842 -0.062 -0.057 0.127 0.3483
H 1.1218 1.4639 -4.0914 0.037 -0.126 0.063 0.3968
H 0.2921 -0.7759 -3.9959 0.143 -0.016 -0.075 0.2579
H 1.7617 -0.8068 -3.0570 0.220 -0.002 -0.016 0.3320
H 3.5744 -1.9468 -3.8113 0.011 0.117 -0.053 0.2667
H 3.7361 -1.5067 -5.5476 0.249 0.001 0.165 0.1394
H 3.3013 -3.1445 -5.0871 -0.142 0.030 0.038 0.3125

99
Properties=species:S:1:pos:R:3:forces:R:3:mulliken_charge:R:1 method="wB97M-V/def2-TZVPD" orbital_gap_ev=5.177 molar_mass_da=790.2 multiplicity=1 total_charge=-2 de_lowest_kcal_mol=57.9 e_tot_ha=-4172.8150
K -0.8728 0.6785 -1.0657 -0.366 -2.359 0.666 0.6917
C 3.0288 1.9515 2.7065 0.015 -0.091 -0.141 -2.3123
C 3.1774 0.8696 1.6489 -0.019 0.069 -0.019 1.5410
C 2.9759 -0.4760 2.0037 -0.009 0.006 -0.017 0.5106
C 2.7436 -0.8110 3.4678 -0.109 0.047 -0.129 -2.2804
C 3.0000 -1.4694 1.0166 -0.024 -0.031 0.070 1.8910
C 2.7155 -2.9281 1.3269 0.524 0.108 -0.040 -2.2192
C 3.2411 -1.1114 -0.3195 -0.036 -0.050 -0.155 0.2671
C 3.2645 -2.1859 -1.3889 -0.129 0.048 0.055 -2.3686
C 3.4436 0.2240 -0.6734 -0.022 0.134 0.018 1.6083
C 3.5946 0.6361 -2.1264 -0.051 0.120 0.169 -2.0790
C 3.4667 1.2161 0.3244 0.060 -0.089 0.039 0.9001
C 3.8590 2.6304 -0.0512 -0.065 -0.051 -0.033 -1.9728
H 3.9724 2.1586 3.2282 -0.059 -0.009 -0.013 0.2860
H 2.2864 1.6691 3.4527 0.031 -0.004 -0.002 0.3433
H 2.6836 2.8840 2.2601 0.032 -0.053 0.034 0.4355
H 2.9898 -1.8466 3.6944 0.012 -0.006 -0.021 0.5005
H 1.6948 -0.6425 3.7541 0.149 -0.010 -0.008 0.0930
H 3.3642 -0.1830 4.1119 -0.060 -0.042 -0.034 0.5559
H 3.6204 -3.5430 1.2465 0.015 0.042 -0.052 0.5356
H 1.9762 -3.3230 0.6237 0.202 0.042 0.050 0.3107
H 2.3000 -3.0722 2.3201 0.604 0.010 -0.301 0.1565
H 2.2637 -2.3176 -1.8258 0.103 0.019 0.068 0.1904
H 3.5793 -3.1481 -0.9821 -0.026 0.061 -0.023 0.4452
H 3.9554 -1.9281 -2.1922 -0.040 -0.011 0.032 0.5968
H 4.6497 0.7629 -2.4056 -0.061 -0.026 0.021 0.3388
H 3.0820 1.5856 -2.3136 0.055 -0.093 0.035 0.2679
H 3.1493 -0.0979 -2.7962 0.022 0.056 0.046 0.4176
H 3.0923 3.1438 -0.6429 0.013 -0.049 0.009 0.2377
H 4.7631 2.6090 -0.6700 -0.077 -0.009 0.030 0.3777
H 4.0800 3.2398 0.8264 0.019 -0.083 -0.077 0.4642
C -3.2476 -0.1746 5.2240 0.133 -0.126 -0.028 -0.5482
C -1.8371 0.3921 5.4474 -0.005 -0.025 -0.144 -0.8456
S -0.8926 1.1221 4.0723 -0.329 -0.153 -0.233 0.1320
C -2.1555 2.0162 3.1097 -0.088 -0.329 -0.184 -0.8440
C -3.1556 1.1894 2.2500 0.369 -0.037 0.371 -0.7961
S -2.4786 -0.4000 1.6972 0.208 0.103 0.009 0.1230
C -3.9571 -1.4097 1.7262 0.137 -0.008 0.297 -0.6694
C -4.5555 -1.6081 3.1354 0.143 -0.020 -0.042 -0.8523
S -3.3961 -1.8551 4.5203 0.130 0.044 -0.135 -0.1008
H -3.8452 0.4948 4.6115 0.031 0.031 0.119 0.1200
H -3.7223 -0.2312 6.2043 -0.020 0.093 0.052 0.5009
H -1.1714 -0.3864 5.8310 -0.103 0.032 0.076 0.2988
H -1.9236 1.1662 6.2124 -0.044 -0.033 0.114 0.4096
H -1.5699 2.6467 2.4391 -0.012 0.038 -0.013 0.2652
H -2.6994 2.6613 3.8024 -0.050 0.097 -0.131 0.5039
H -3.4319 1.7393 1.3595 -0.010 0.303 -0.093 0.1186
H -4.0648 0.9945 2.8163 -0.009 -0.007 -0.065 0.4192
H -3.6280 -2.3605 1.2979 -0.097 0.015 0.040 0.2582
H -4.7140 -0.9766 1.0684 -0.035 -0.104 -0.023 0.4570
H -5.1864 -2.4985 3.1391 -0.075 0.045 -0.034 0.4593
H -5.1861 -0.7624 3.4127 -0.069 -0.050 -0.054 0.3445
C -0.1500 -5.0807 3.8156 -0.042 0.119 -0.166 -0.7507
C 0.3609 -3.8133 3.5596 -0.189 0.018 0.137 -0.6632
C 0.1679 -3.2074 2.3274 -0.795 0.251 0.118 0.5156
C -0.5605 -3.8526 1.3321 0.093 -0.146 0.412 -0.6474
C -1.0670 -5.1260 1.5835 -0.016 -0.098 0.036 -0.5036
C -0.8616 -5.7358 2.8169 -0.041 0.087 -0.109 -0.5217
N -0.6343 -3.2352 0.0492 1.682 0.265 1.326 0.6652
N -1.6644 -3.4672 -0.5459 -1.504 -0.382 -1.404 -0.4960
C -1.7203 -2.9186 -1.8712 -0.434 0.427 -0.977 -0.1748
C -2.6486 -3.5333 -2.7336 0.130 -0.111 0.249 -0.5310
C -2.9221 -2.9611 -3.9673 0.184 0.137 -0.010 -0.4807
C -2.1990 -1.8349 -4.3870 0.076 -0.230 0.162 -0.5899
C -1.1615 -1.3551 -3.5851 -0.492 -0.141 -0.012 -0.1056
C -0.9747 -1.7959 -2.2664 0.636 -0.489 0.375 -0.1233
H -0.0031 -5.5475 4.7822 0.030 -0.006 -0.017 0.3655
H 0.9203 -3.2917 4.3295 -0.029 0.011 -0.027 0.3500
H 0.5659 -2.2180 2.1164 -0.340 -0.128 0.092 0.8327
H -1.6067 -5.6290 0.7904 -0.003 0.008 0.035 0.4433
H -1.2588 -6.7275 2.9981 -0.011 -0.017 -0.014 0.3636
H -3.1171 -4.4765 -2.4470 -0.133 0.202 0.040 0.3162
H -3.6801 -3.3958 -4.6083 -0.029 -0.006 -0.029 0.3292
H -2.4577 -1.3443 -5.3237 0.085 -0.111 -0.036 0.3471
H -0.5094 -0.5663 -3.9769 -0.258 0.006 0.054 0.3211
C -3.3431 4.9889 -6.6851 0.013 -0.035 0.049 -1.4501
C -3.1446 4.5821 -5.2452 -0.043 0.027 0.019 1.1665
C -3.6260 5.3676 -4.2027 0.061 -0.060 0.024 -0.6636
C -3.4590 4.9735 -2.8774 0.145 -0.087 -0.121 -0.5320
C -2.8008 3.7850 -2.5829 -0.058 0.121 -0.163 -0.2629
C -2.3182 2.9868 -3.6185 -0.087 0.061 0.063 -0.3167
C -2.4929 3.3903 -4.9328 0.024 -0.018 0.000 -0.9877
S -2.7681 3.2195 -0.8741 -0.476 -0.059 0.623 1.3424
O -3.5254 1.9627 -0.9176 0.140 -0.004 0.053 -0.6798
O -3.4697 4.2907 -0.1664 -0.021 0.130 -0.009 -0.8618
N -1.3489 2.9144 -0.3479 0.017 1.645 -0.222 0.2416
C -0.2756 3.8264 -0.7765 -0.315 -0.399 0.010 -1.0037
C 0.6146 3.2228 -1.9007 0.389 -0.074 -0.486 0.7893
O 1.6670 3.8566 -2.1722 -0.539 -0.296 0.195 -0.8817
O 0.2106 2.1456 -2.4353 1.190 1.570 -0.476 -0.6483
H -3.6260 6.0407 -6.7615 0.012 -0.027 -0.004 0.3482
H -4.1336 4.3947 -7.1539 0.030 0.025 0.004 0.2816
H -2.4298 4.8354 -7.2659 -0.050 0.019 0.026 0.3404
H -4.1416 6.2977 -4.4272 0.031 -0.028 0.010 0.2717
H -3.8407 5.5665 -2.0562 0.016 -0.023 -0.041 0.4811
H -1.7863 2.0717 -3.3964 -0.071 0.091 -0.042 0.3520
H -2.1114 2.7639 -5.7354 -0.004 0.047 0.069 0.3560
H 0.3840 4.0621 0.0615 0.002 -0.018 0.068 0.2324
H -0.6594 4.7857 -1.1379 0.090 0.126 -0.065 0.3391

32
Properties=species:S:1:pos:R:3:forces:R:3:mulliken_charge:R:1 method="wB97M-V/def2-TZVPD" orbital_gap_ev=6.185 molar_mass_da=351.8 multiplicity=1 total_charge=+1 de_lowest_kcal_mol=0.0 e_tot_ha=-3449.2615
Be -1.4338 -0.9732 -2.1769 2.360 3.596 1.936 0.0822
Be -0.5728 2.0226 -0.6604 3.489 -2.717 -0.852 0.4527
B 1.8944 2.1673 -0.8623 -2.369 0.789 -0.193 0.4930
H 3.0184 1.9014 -0.9320 1.074 -0.384 0.266 -0.1147
H 1.2871 1.3130 -1.4003 -0.941 -0.855 -0.855 -0.3080
H 1.5125 2.2250 0.2587 -0.666 -0.014 1.611 -0.1432
H 1.7163 3.1937 -1.3861 -0.253 1.171 -0.728 -0.1870
B -0.6645 -0.2318 -0.0973 -0.424 0.394 -1.393 0.9896
H 0.0409 -0.0357 -0.9959 0.449 -0.095 -0.923 -0.3741
H -0.1785 0.3831 0.7622 0.394 0.408 1.110 -0.1072
H -1.7451 0.1469 -0.3540 -1.384 0.644 -0.104 -0.1654
H -0.7001 -1.3843 0.0883 -0.200 -1.221 0.567 -0.1790
B -1.3825 0.9714 -2.8996 0.405 -1.190 -1.194 0.4146
H -2.1814 0.3632 -2.2507 -1.589 -1.067 0.393 0.2245
H -1.3707 2.1154 -2.6020 -0.112 1.106 1.388 -0.0702
H -0.3234 0.5068 -2.7622 1.017 -0.982 0.079 0.0777
H -1.6041 0.9097 -4.0294 -0.593 0.309 -1.029 -0.0997
C 0.9598 -1.9729 3.0387 -0.164 -0.202 0.192 0.3538
Cl 1.1318 -3.3576 1.9074 -0.225 0.593 0.378 -0.1230
Cl 1.9436 -0.6136 2.4993 0.204 -0.042 0.070 -0.1066
Cl 1.3009 -2.4666 4.6966 0.283 0.014 -0.180 -0.1160
H -0.0592 -1.6056 3.0921 -0.089 -0.310 -0.548 -0.0208
C -3.4680 0.4935 2.9671 -1.366 -0.580 -0.275 -0.4208
Cl -2.4004 1.4698 1.9722 0.109 0.662 0.630 -0.0746
Cl -3.4013 -1.2118 2.4261 0.106 0.343 0.433 -0.1377
H -3.3254 0.5937 4.0389 0.804 -0.118 -0.146 0.3352
H -4.4883 0.8244 2.7910 0.097 0.031 -0.248 0.3283
C 2.9372 -1.4463 -1.3590 -0.116 0.285 1.624 0.3030
Cl 1.4350 -1.8339 -2.2866 -0.010 -0.311 -0.805 -0.1997
Cl 4.2880 -2.4538 -1.7861 -0.199 0.138 -0.275 -0.1127
H 3.1523 -0.3808 -1.3804 -0.009 -0.071 -0.835 0.0474
H 2.6815 -1.6329 -0.3174 -0.082 -0.325 -0.095 -0.0415